# 1
{"formula": "C15H21F5IMnO2P2S", "method": "ωB97M-V with the def2-TZVPD basis set", "elements": ["C", "F", "C", "H", "C", "H", "C", "C", "H", "C", "H", "I", "O", "H", "H", "C", "H", "H", "H", "H", "H", "H", "H", "F", "C", "C", "C", "H", "F", "F", "H", "H", "H", "H", "P", "P", "H", "H", "H", "S", "C", "C", "C", "O", "F", "C", "Mn", "C"], "positions_angstrom": [[1.00844, 2.87746, 1.56847], [-3.64492, -1.49144, 5.53099], [1.83579, -3.02487, -0.28942], [1.94302, -3.98778, -0.79678], [-1.71945, 2.34540, 0.96603], [-1.25940, -3.26661, -0.57483], [-0.55498, -0.91715, 2.86268], [-1.15706, -0.00774, -1.17433], [0.87154, 2.36879, 2.52834], [-2.60185, -2.06370, 3.48160], [-1.89663, 3.39952, 1.20207], [2.98722, 0.41055, -0.46133], [-0.02870, 1.13418, -3.87909], [2.48023, -1.71150, -2.96176], [2.06658, 2.79182, 1.29069], [0.06057, 3.50238, -0.99697], [-1.82803, 1.75645, 1.88438], [-1.46548, -2.63950, -2.21841], [1.45785, -3.17441, 0.72752], [1.09230, 3.65162, -1.34060], [-0.56065, 3.29467, -1.87540], [2.64713, 2.76096, -4.11065], [0.75156, 3.93421, 1.66993], [0.18547, 0.92889, 4.20193], [-1.71814, -0.29206, 4.88549], [2.26227, 1.92631, -4.72979], [1.46623, -2.12538, -2.94869], [1.50500, -3.19743, -3.18790], [-3.56097, -2.98616, 3.24455], [-1.78130, 0.49496, 5.97257], [0.86820, -1.60212, -3.70145], [-0.28629, 4.42651, -0.51269], [3.00052, 1.10100, -4.69235], [2.07327, 2.24775, -5.76096], [-0.05289, 2.18273, 0.26013], [0.69960, -2.03115, -1.30677], [2.81431, -2.53496, -0.21659], [-2.48828, 1.99626, 0.26569], [-0.42236, -4.07053, -1.93703], [0.78354, -0.64471, 1.75869], [-2.67587, -1.27442, 4.63285], [1.04875, 1.46898, -4.16145], [-1.52604, -1.91261, 2.62221], [-2.31830, -0.14245, -1.37158], [-1.43667, -2.73707, 1.54083], [-0.75037, -3.10624, -1.52821], [0.50064, 0.04784, -0.36651], [-0.67537, -0.10722, 4.00390]], "forces_ev_per_angstrom": [[0.417, -0.326, 0.028], [1.401, 0.407, -1.525], [0.174, 0.044, 0.158], [0.036, 0.008, 0.130], [-0.323, -0.248, -0.235], [0.103, -0.056, -0.197], [0.913, 0.324, -1.831], [-8.087, -1.079, -0.951], [-0.072, 0.092, -0.258], [-0.739, -1.432, -0.839], [0.001, -0.137, -0.013], [-0.283, 0.307, -0.447], [5.342, 1.520, -0.923], [-0.151, -0.153, 0.158], [-0.277, 0.083, 0.035], [-0.036, -0.270, -0.521], [0.194, 0.111, -0.133], [0.165, -0.217, 0.062], [-0.071, -0.067, -0.319], [-0.139, -0.088, 0.292], [-0.084, 0.125, 0.215], [-0.125, -0.163, -0.248], [-0.038, -0.044, 0.043], [-1.060, -1.535, -0.229], [0.624, 1.335, 1.257], [0.875, -0.041, 0.728], [0.157, 0.303, -0.208], [0.024, 0.314, -0.132], [1.349, 1.178, 0.342], [-0.216, -1.014, -1.143], [-0.052, -0.253, 0.045], [0.055, -0.230, -0.189], [-0.207, 0.199, -0.106], [-0.148, -0.001, -0.085], [-0.195, 1.804, 1.390], [0.443, -2.084, -0.403], [-0.239, -0.180, -0.115], [0.113, 0.225, 0.114], [-0.032, 0.244, 0.104], [-0.723, -0.222, 1.319], [-1.312, -0.366, 1.617], [-5.481, -1.344, 0.283], [-0.943, -0.784, -0.438], [6.180, 0.822, 0.571], [0.058, 1.166, 1.230], [-0.364, 0.357, 0.095], [2.336, 0.132, 0.745], [0.435, 1.233, 0.525]], "total_charge": 3, "multiplicity": 4, "total_energy_ha": -3762.4246, "e_homo_ev": [-18.29, -18.05], "s_squared": 4.077, "gap_ev": [5.7, 5.3]}

# 2
{"formula": "C15H21N3O2", "method": "ωB97M-V with the def2-TZVPD basis set", "elements": ["H", "H", "C", "N", "N", "O", "H", "C", "H", "H", "H", "C", "C", "H", "H", "H", "H", "H", "H", "C", "C", "C", "C", "H", "N", "H", "O", "C", "C", "C", "C", "H", "H", "C", "H", "H", "H", "C", "H", "C", "H"], "positions_angstrom": [[-1.78830, 0.14016, 1.15404], [-4.02756, 1.61285, 0.72136], [-3.94584, 1.35284, -0.34288], [-3.91713, -0.07919, -0.57384], [-0.36264, -1.01607, 0.25889], [0.53753, 0.89487, 1.12771], [8.15612, 0.04652, -0.38743], [-4.88277, -0.91119, 0.09329], [-5.71034, -1.52230, 1.98304], [-5.86509, -0.67167, -0.33412], [-0.90412, 0.68790, -1.57688], [1.98737, -0.69411, 0.04816], [6.50040, 1.11250, 0.45319], [-2.32777, 0.56333, -2.62145], [-1.97546, 2.24755, -0.13146], [4.67222, 1.95206, 1.18781], [7.10933, 1.91853, 0.83487], [-4.65073, -1.94637, -0.17082], [-5.34908, 0.19796, 1.90285], [-2.56072, -0.51375, -0.77762], [4.92949, -0.95771, -0.52448], [-1.99128, 0.65200, -1.58892], [4.34032, 0.09799, 0.16482], [-2.17518, -1.60181, 1.06610], [2.96550, 0.16173, 0.39115], [6.75165, -1.78870, -1.25315], [2.07775, -1.74401, -0.56393], [0.63177, -0.17236, 0.53998], [7.08789, 0.06163, -0.23271], [-2.62429, 1.87752, -0.92474], [5.13382, 1.13418, 0.65285], [4.31335, -1.75743, -0.90059], [-4.81881, 1.77049, -0.85668], [6.29875, -0.96762, -0.71781], [-0.10375, -1.84147, -0.26907], [-4.04086, -0.96727, 2.11005], [2.61851, 0.97366, 0.90130], [-1.75028, -0.75135, 0.52522], [-2.78335, 2.68574, -1.63552], [-4.99382, -0.78956, 1.62026], [-2.56260, -1.44810, -1.35283]], "forces_ev_per_angstrom": [[-0.074, -0.097, 0.057], [-0.021, 0.031, -0.047], [-0.257, 0.151, -0.003], [0.102, 0.027, 0.008], [0.194, -0.366, -0.225], [-0.063, 0.065, -0.024], [0.088, 0.000, -0.012], [-0.131, -0.011, 0.096], [-0.084, -0.059, 0.096], [0.003, -0.158, 0.033], [0.034, 0.006, -0.074], [0.184, -0.076, -0.088], [-0.005, 0.001, 0.002], [0.033, -0.054, -0.016], [-0.006, 0.052, 0.003], [-0.043, 0.090, 0.058], [0.032, 0.065, 0.032], [-0.097, -0.008, -0.040], [-0.026, 0.081, 0.100], [0.370, -0.072, 0.012], [-0.167, -0.101, -0.035], [0.020, -0.097, 0.040], [0.424, -0.199, -0.175], [0.009, 0.134, 0.051], [-0.341, 0.447, 0.311], [0.025, -0.070, -0.043], [0.061, 0.060, 0.032], [-0.228, -0.030, 0.117], [0.120, -0.031, -0.035], [-0.004, -0.023, 0.006], [-0.112, -0.066, -0.022], [-0.028, -0.027, -0.012], [-0.006, 0.092, 0.120], [0.087, 0.106, 0.049], [0.111, 0.123, 0.091], [0.092, -0.015, 0.108], [-0.019, -0.250, -0.144], [-0.393, 0.185, -0.117], [0.029, 0.051, 0.029], [0.046, 0.017, -0.338], [0.041, 0.026, 0.002]], "smiles": "CCN1CCC[C@H]1CNC(=O)C(=O)Nc1ccccc1", "multiplicity": 1, "total_energy_ha": -898.9702, "e_homo_ev": -8.12, "de_lowest_ev": 0.395, "gap_ev": 8.7}

# 3
{"formula": "C15H21N3O4", "method": "ωB97M-V with the def2-TZVPD basis set", "elements": ["H", "C", "H", "C", "H", "C", "C", "C", "H", "C", "H", "N", "O", "C", "H", "H", "H", "H", "C", "C", "N", "H", "H", "C", "O", "H", "H", "H", "N", "C", "H", "H", "C", "C", "H", "C", "H", "C", "H", "O", "O", "H", "H"], "positions_angstrom": [[0.21136, -0.66551, -0.90021], [-1.41194, 0.57999, -1.02996], [-2.00405, 1.25331, -0.31937], [-0.43187, -0.68212, 1.06277], [1.88779, -0.21012, 4.18521], [-1.07409, 2.81316, -4.78572], [0.21857, -2.91774, 3.09373], [2.06846, 0.88904, -0.33482], [2.79250, -1.44061, 3.35915], [-0.80572, 1.45486, -4.65900], [-2.54309, -4.51635, 2.44487], [0.56064, -0.87460, 1.84026], [-1.57260, -0.99945, 1.39748], [-1.31618, 3.56197, -3.62442], [-1.01363, -0.41710, -3.71335], [-2.02579, -0.29846, -1.33945], [2.76792, 2.69673, 1.02738], [1.99244, -1.87272, 4.79669], [2.93650, 2.09514, 0.04895], [-1.63858, 2.82144, -2.45986], [0.79965, 1.17861, -0.13459], [2.58284, 2.75232, -0.72495], [-2.03269, 3.26225, -1.59822], [-1.09529, 0.69229, -3.56784], [-0.66015, 3.45102, -5.95855], [-0.95963, -5.17109, 2.39792], [1.44379, -0.74203, 1.34468], [-1.74087, -2.48558, 3.12715], [-1.08203, -3.21313, 3.13298], [-1.41442, 1.42024, -2.35355], [-1.62321, 4.63679, -3.69136], [-1.71358, -4.99711, 3.98757], [1.93746, -1.18835, 3.93300], [0.59531, -1.45333, 3.22522], [-0.11032, 2.90684, -6.57547], [-1.61422, -4.54942, 2.99717], [0.50376, 2.06843, 0.11852], [-0.18852, 0.09386, -0.24556], [3.96052, 1.98385, -0.12972], [2.47947, -0.16096, -0.71608], [1.02001, -3.76725, 3.04695], [-0.08777, -0.93477, 3.92387], [-0.59871, 0.94566, -5.62947]], "forces_ev_per_angstrom": [[0.855, -0.132, -0.261], [-3.261, 1.519, 0.506], [0.277, -1.222, -0.622], [-4.865, 1.280, -0.795], [0.466, 3.044, 1.090], [3.091, 0.730, 0.211], [-2.339, 1.948, 1.028], [1.761, 2.532, 2.096], [0.776, -0.039, -0.826], [-1.150, -0.800, -2.617], [-0.426, 0.098, 0.239], [4.702, -0.094, 1.905], [-0.432, 0.123, -0.464], [-2.467, -0.120, -0.356], [-0.014, 1.169, 0.846], [0.255, 0.496, 0.949], [-0.027, -1.626, -1.411], [-0.177, 0.577, -0.103], [-1.424, 1.263, 0.556], [1.461, -2.042, -1.056], [-2.160, -2.920, -0.292], [0.148, 1.036, -0.437], [-0.270, 1.075, 1.194], [0.202, 0.665, 1.547], [-0.379, -0.010, -0.008], [0.373, -0.023, 0.074], [0.157, -0.173, 0.831], [-0.644, 1.068, -0.235], [-0.768, -0.295, -0.030], [1.557, -1.361, -0.849], [0.719, -1.032, 0.091], [-0.274, -0.231, -0.166], [-1.127, -3.644, -0.735], [-0.220, 0.625, -0.468], [-0.928, 0.237, 1.229], [0.516, -0.078, 0.028], [-0.475, 1.553, 0.545], [0.566, 0.512, -1.800], [1.493, -0.576, -0.072], [0.868, -2.043, -0.706], [3.946, -3.184, -0.474], [-0.456, -0.155, -1.009], [0.093, 0.250, 0.826]], "smiles": "CNC(=O)[C@@H](C)NC(=O)[C@@H](Cc1ccc(O)cc1)NC(C)=O", "multiplicity": 1, "total_energy_ha": -1049.3811, "e_homo_ev": -8.64, "de_lowest_ev": 3.374, "gap_ev": 9.2}